# 1
{
  "formula": "C82H182F2NO10P5S2",
  "method": "ωB97M-V/def2-TZVPD",
  "gap_ev": 3.883,
  "lumo_ev": -3.7838,
  "charge": 2,
  "e_tot_ha": -6742.8049,
  "spin_multiplicity": 1,
  "symbols": ["C", "C", "C", "C", "P", "C", "C", "C", "C", "C", "C", "C", "C", "C", "C", "C", "C", "H", "H", "H", "H", "H", "H", "H", "H", "H", "H", "H", "H", "H", "H", "H", "H", "H", "H", "H", "H", "H", "H", "H", "H", "H", "H", "H", "H", "H", "H", "H", "H", "H", "H", "H", "H", "C", "C", "C", "C", "P", "C", "C", "C", "C", "C", "C", "C", "C", "C", "C", "C", "C", "H", "H", "H", "H", "H", "H", "H", "H", "H", "H", "H", "H", "H", "H", "H", "H", "H", "H", "H", "H", "H", "H", "H", "H", "H", "H", "H", "H", "H", "H", "H", "H", "H", "H", "H", "H", "C", "C", "C", "C", "P", "C", "C", "C", "C", "C", "C", "C", "C", "C", "C", "C", "C", "H", "H", "H", "H", "H", "H", "H", "H", "H", "H", "H", "H", "H", "H", "H", "H", "H", "H", "H", "H", "H", "H", "H", "H", "H", "H", "H", "H", "H", "H", "H", "H", "H", "H", "H", "H", "C", "C", "C", "C", "P", "C", "C", "C", "C", "C", "C", "C", "C", "C", "C", "C", "C", "H", "H", "H", "H", "H", "H", "H", "H", "H", "H", "H", "H", "H", "H", "H", "H", "H", "H", "H", "H", "H", "H", "H", "H", "H", "H", "H", "H", "H", "H", "H", "H", "H", "H", "H", "H", "C", "C", "C", "C", "P", "C", "C", "C", "C", "C", "C", "C", "C", "C", "C", "C", "C", "H", "H", "H", "H", "H", "H", "H", "H", "H", "H", "H", "H", "H", "H", "H", "H", "H", "H", "H", "H", "H", "H", "H", "H", "H", "H", "H", "H", "H", "H", "H", "H", "H", "H", "H", "H", "O", "C", "O", "O", "H", "O", "C", "O", "O", "H", "N", "S", "O", "O", "F", "S", "O", "O", "F"],
  "coordinates": [[7.360, -5.338, 2.600], [7.192, -5.779, 1.098], [5.890, -6.493, 0.728], [5.418, -6.147, -0.706], [3.980, -5.053, -0.715], [2.603, -5.887, 0.207], [2.446, -7.390, 0.043], [1.089, -7.894, 0.620], [-0.077, -7.725, -0.392], [4.378, -3.389, -0.153], [5.611, -2.728, -0.796], [6.316, -1.592, -0.050], [7.093, -1.818, 1.340], [3.496, -4.741, -2.437], [2.110, -5.172, -2.846], [1.717, -4.701, -4.257], [1.459, -3.178, -4.336], [8.429, -5.299, 2.806], [6.972, -6.200, 3.145], [6.837, -4.438, 2.919], [8.039, -6.398, 0.792], [7.376, -4.951, 0.409], [5.085, -6.300, 1.442], [5.997, -7.567, 0.889], [5.117, -7.055, -1.234], [6.159, -5.692, -1.365], [1.643, -5.379, 0.102], [2.965, -5.630, 1.208], [3.261, -7.751, 0.670], [2.361, -7.696, -1.000], [0.896, -7.430, 1.589], [1.195, -8.942, 0.908], [-0.097, -6.635, -0.476], [-1.082, -8.028, -0.103], [0.143, -8.158, -1.368], [4.668, -3.512, 0.898], [3.478, -2.775, -0.187], [5.279, -2.174, -1.682], [6.349, -3.362, -1.294], [5.600, -0.816, 0.230], [7.062, -1.207, -0.747], [7.368, -2.856, 1.511], [6.333, -1.539, 2.072], [7.884, -1.070, 1.333], [4.221, -5.332, -3.005], [3.760, -3.697, -2.607], [1.413, -4.827, -2.078], [1.995, -6.257, -2.817], [0.835, -5.270, -4.552], [2.567, -4.926, -4.903], [0.577, -2.800, -3.820], [1.275, -2.945, -5.388], [2.385, -2.656, -4.096], [8.351, 5.404, 1.427], [7.656, 5.478, 0.086], [6.157, 5.180, 0.040], [5.561, 5.219, -1.332], [5.365, 3.758, -2.363], [4.031, 2.650, -1.723], [3.990, 1.126, -2.090], [2.672, 0.467, -1.424], [1.424, 0.761, -2.201], [5.031, 4.276, -4.066], [4.092, 3.453, -4.955], [3.180, 4.289, -5.846], [1.982, 4.938, -5.058], [7.029, 2.947, -2.527], [7.598, 2.088, -1.378], [9.096, 1.867, -1.580], [9.614, 0.480, -1.150], [7.765, 5.911, 2.197], [9.359, 5.807, 1.366], [8.326, 4.386, 1.823], [8.172, 4.840, -0.636], [7.772, 6.518, -0.234], [5.669, 5.974, 0.607], [6.046, 4.234, 0.574], [5.956, 5.967, -2.025], [4.508, 5.487, -1.192], [3.107, 3.091, -2.106], [4.059, 2.892, -0.657], [4.908, 0.602, -1.825], [3.882, 0.946, -3.162], [2.740, 1.039, -0.498], [2.916, -0.571, -1.215], [0.599, 0.110, -1.914], [1.496, 0.648, -3.286], [1.186, 1.807, -1.988], [5.990, 4.257, -4.584], [4.607, 5.261, -3.856], [3.436, 2.909, -4.272], [4.663, 2.780, -5.593], [2.716, 3.611, -6.566], [3.893, 4.856, -6.448], [1.446, 4.257, -4.400], [1.291, 5.372, -5.778], [2.443, 5.737, -4.473], [7.655, 3.812, -2.756], [6.895, 2.287, -3.385], [7.004, 1.172, -1.353], [7.451, 2.459, -0.362], [9.594, 2.686, -1.057], [9.473, 1.980, -2.599], [10.594, 0.333, -1.604], [9.007, -0.347, -1.522], [9.679, 0.317, -0.074], [-6.677, 1.768, 0.405], [-6.041, 3.001, 0.916], [-4.547, 3.251, 0.709], [-4.153, 4.689, 1.229], [-2.373, 5.081, 1.023], [-1.596, 4.233, -0.428], [-1.760, 4.966, -1.788], [-1.044, 4.185, -2.916], [-1.397, 4.754, -4.242], [-2.284, 6.921, 0.736], [-2.560, 7.641, 2.095], [-2.316, 9.135, 1.978], [-2.707, 9.842, 3.282], [-1.164, 4.659, 2.370], [-0.932, 3.233, 2.893], [-0.015, 2.385, 1.995], [1.326, 3.085, 1.604], [-7.750, 1.825, 0.597], [-6.510, 0.820, 0.926], [-6.364, 1.560, -0.615], [-6.237, 3.174, 1.977], [-6.596, 3.812, 0.433], [-4.301, 3.333, -0.352], [-3.890, 2.567, 1.247], [-4.486, 4.862, 2.253], [-4.691, 5.412, 0.612], [-1.624, 3.143, -0.374], [-0.532, 4.300, -0.178], [-1.419, 5.996, -1.682], [-2.820, 5.082, -2.034], [-1.240, 3.110, -2.889], [0.040, 4.180, -2.773], [-2.428, 4.435, -4.421], [-0.881, 4.311, -5.093], [-1.383, 5.844, -4.238], [-2.965, 7.239, -0.053], [-1.271, 7.201, 0.445], [-1.971, 7.280, 2.942], [-3.566, 7.465, 2.485], [-3.057, 9.408, 1.220], [-1.355, 9.430, 1.558], [-2.183, 9.408, 4.136], [-3.744, 9.688, 3.582], [-2.454, 10.895, 3.173], [-1.700, 5.277, 3.097], [-0.248, 5.199, 2.123], [-1.925, 2.776, 2.903], [-0.525, 3.210, 3.903], [-0.453, 2.257, 1.002], [0.165, 1.365, 2.331], [2.070, 2.297, 1.738], [1.569, 3.850, 2.341], [1.291, 3.335, 0.544], [-2.381, -2.848, -5.969], [-3.456, -1.783, -6.067], [-4.644, -1.918, -5.107], [-5.931, -1.106, -5.369], [-6.030, 0.642, -4.742], [-5.068, 1.801, -5.826], [-5.529, 3.332, -5.931], [-4.395, 4.121, -6.582], [-4.404, 5.678, -6.628], [-7.876, 1.164, -4.737], [-8.165, 2.645, -4.517], [-9.310, 2.962, -3.476], [-9.080, 2.440, -2.042], [-5.446, 0.624, -2.990], [-3.909, 0.644, -2.935], [-3.586, 0.265, -1.476], [-3.551, -1.240, -1.120], [-1.972, -3.029, -6.960], [-2.915, -3.752, -5.667], [-1.710, -2.579, -5.155], [-3.887, -1.827, -7.071], [-2.879, -0.858, -5.978], [-4.205, -1.868, -4.109], [-5.065, -2.925, -5.158], [-6.799, -1.610, -4.938], [-6.201, -1.160, -6.426], [-4.869, 1.327, -6.788], [-4.062, 1.717, -5.406], [-5.649, 3.883, -4.997], [-6.458, 3.370, -6.495], [-4.374, 3.849, -7.643], [-3.421, 3.735, -6.279], [-3.427, 6.063, -6.914], [-4.727, 6.034, -5.649], [-5.085, 6.026, -7.405], [-8.425, 0.605, -3.977], [-8.258, 0.736, -5.666], [-8.265, 3.198, -5.449], [-7.326, 3.140, -4.022], [-10.250, 2.641, -3.932], [-9.474, 4.041, -3.466], [-9.133, 1.354, -2.042], [-9.994, 2.812, -1.575], [-8.253, 3.032, -1.655], [-5.830, -0.251, -2.466], [-5.884, 1.498, -2.510], [-3.455, 1.560, -3.317], [-3.439, -0.114, -3.563], [-4.205, 0.710, -0.696], [-2.566, 0.559, -1.214], [-4.496, -1.680, -1.458], [-3.527, -1.403, -0.044], [-2.782, -1.830, -1.617], [1.783, -4.901, 8.545], [0.525, -4.822, 7.642], [0.091, -3.351, 7.529], [-1.417, -3.151, 7.390], [-1.976, -3.327, 5.639], [-1.827, -4.998, 4.880], [-2.756, -6.107, 5.534], [-2.020, -7.473, 5.429], [-3.059, -8.460, 5.970], [-3.764, -3.099, 5.722], [-4.461, -3.054, 4.299], [-5.727, -2.198, 3.996], [-6.893, -2.806, 4.716], [-1.041, -2.008, 4.769], [-1.363, -0.516, 5.170], [-2.595, 0.015, 4.446], [-3.307, 0.992, 5.398], [2.508, -4.223, 8.092], [2.200, -5.889, 8.341], [1.686, -4.769, 9.620], [-0.233, -5.412, 8.167], [0.643, -5.361, 6.702], [0.593, -2.684, 6.829], [0.315, -2.922, 8.509], [-1.553, -2.085, 7.580], [-1.985, -3.875, 7.972], [-0.772, -5.249, 5.021], [-1.825, -4.915, 3.793], [-3.779, -5.969, 5.189], [-2.774, -5.934, 6.613], [-1.088, -7.565, 5.984], [-1.791, -7.670, 4.380], [-3.355, -8.105, 6.961], [-2.567, -9.426, 6.072], [-4.035, -8.500, 5.486], [-3.954, -2.153, 6.238], [-4.165, -3.813, 6.444], [-4.774, -4.074, 4.061], [-3.706, -2.889, 3.528], [-5.793, -2.299, 2.911], [-5.670, -1.150, 4.294], [-6.649, -2.740, 5.776], [-7.192, -3.796, 4.373], [-7.764, -2.178, 4.516], [-1.184, -2.147, 3.700], [0.017, -2.147, 5.006], [-0.533, 0.123, 4.858], [-1.238, -0.434, 6.251], [-3.318, -0.777, 4.247], [-2.296, 0.332, 3.446], [-2.659, 1.765, 5.823], [-3.620, 0.590, 6.363], [-4.147, 1.508, 4.929], [2.568, -4.002, 2.988], [3.109, -2.890, 3.541], [4.367, -2.778, 3.583], [2.531, -1.893, 4.060], [1.740, -3.568, 2.704], [4.960, 2.283, 1.355], [4.548, 1.449, 2.350], [4.215, 0.299, 2.026], [4.519, 1.650, 3.619], [5.009, 1.610, 0.662], [0.552, -2.876, 1.521], [0.529, -1.768, 0.554], [-0.312, -0.594, 0.749], [0.941, -2.012, -0.804], [1.888, -1.005, 1.095], [-0.925, -3.557, 1.016], [-1.052, -4.202, -0.271], [-2.119, -2.991, 1.567], [-0.659, -4.869, 1.869]]
}

---

# 2
{
  "formula": "C3H10N2O",
  "method": "ωB97M-V/def2-TZVPD",
  "gap_ev": [7.971, 7.967],
  "lumo_ev": [0.5113, 0.5109],
  "charge": 0,
  "e_tot_ha": -304.8292,
  "spin_multiplicity": 1,
  "symbols": ["C", "N", "O", "H", "H", "H", "H", "H", "C", "C", "N", "H", "H", "H", "H", "H"],
  "coordinates": [[0.709, -0.797, -1.311], [-0.522, 0.716, -0.746], [-1.181, 1.802, -1.482], [-0.440, 2.256, -1.905], [-1.325, 0.129, -0.523], [1.705, -0.383, -1.345], [0.192, -0.766, -2.266], [0.662, -1.776, -0.850], [-0.100, -1.099, 1.663], [0.180, 1.021, 0.579], [0.747, -0.205, 0.900], [0.195, -1.114, 2.722], [-1.182, -0.871, 1.636], [0.021, -2.130, 1.305], [0.914, 1.800, 0.349], [-0.574, 1.417, 1.274]]
}

---

# 3
{
  "formula": "C5H10N5",
  "method": "ωB97M-V/def2-TZVPD",
  "gap_ev": [8.308, 8.308],
  "lumo_ev": [-4.5610, -4.5611],
  "charge": 1,
  "e_tot_ha": -469.9171,
  "spin_multiplicity": 1,
  "smiles": "C/N=C(N)/C=C\\[N+]#CNN",
  "symbols": ["C", "N", "C", "N", "C", "C", "N", "C", "N", "N", "H", "H", "H", "H", "H", "H", "H", "H", "H", "H"],
  "coordinates": [[-0.920, 1.771, -0.503], [-0.702, 0.453, -0.367], [-1.643, -0.398, -0.037], [-2.959, -0.062, 0.371], [-1.291, -1.814, -0.034], [0.002, -2.206, 0.118], [1.159, -1.504, 0.122], [1.560, -0.411, -0.148], [2.521, 0.437, -0.276], [3.439, 0.333, 0.801], [-1.983, 2.095, -0.473], [-0.390, 2.200, 0.309], [-0.457, 2.208, -1.361], [-3.619, -0.833, 0.177], [-3.108, 0.955, 0.339], [-2.085, -2.593, -0.374], [0.322, -3.284, 0.268], [2.433, 1.187, -0.876], [4.346, 0.353, 0.485], [3.374, 1.114, 1.460]]
}

---

# 4
{
  "formula": "C9H14O",
  "method": "ωB97M-V/def2-TZVPD",
  "gap_ev": 9.298,
  "lumo_ev": 0.9330,
  "charge": 0,
  "e_tot_ha": -426.5474,
  "spin_multiplicity": 1,
  "smiles": "Cc1ccc(O)cc1.CC",
  "symbols": ["C", "C", "C", "C", "C", "O", "C", "C", "H", "H", "H", "H", "H", "H", "H", "H", "C", "C", "H", "H", "H", "H", "H", "H"],
  "coordinates": [[0.959, -3.045, 0.260], [0.064, -1.855, 0.108], [-0.006, -1.236, -1.141], [-0.974, -0.278, -1.371], [-1.690, 0.217, -0.241], [-2.505, 1.304, -0.380], [-1.590, -0.344, 1.012], [-0.807, -1.513, 1.127], [0.692, -3.767, 1.034], [1.985, -2.788, 0.562], [0.920, -3.732, -0.587], [0.655, -1.570, -1.932], [-1.121, 0.104, -2.375], [-2.338, 1.699, -1.235], [-2.027, 0.066, 1.911], [-0.601, -1.955, 2.093], [0.427, 2.684, -0.122], [1.666, 1.933, 0.400], [-0.314, 2.756, 0.671], [0.671, 3.675, -0.515], [-0.100, 2.165, -0.919], [1.628, 0.861, 0.243], [1.865, 2.211, 1.441], [2.539, 2.409, -0.044]]
}

---

# 5
{
  "formula": "C5H10N",
  "method": "ωB97M-V/def2-TZVPD",
  "gap_ev": 13.597,
  "lumo_ev": -3.0113,
  "charge": 1,
  "e_tot_ha": -250.9033,
  "spin_multiplicity": 1,
  "smiles": "C[C@H]1[N@@H+]2C[C@]12C",
  "symbols": ["C", "C", "N", "C", "C", "C", "H", "H", "H", "H", "H", "H", "H", "H", "H", "H"],
  "coordinates": [[-1.858, -0.048, -0.277], [-0.655, -0.754, 0.292], [0.449, -0.829, -0.706], [1.450, -0.965, 0.353], [0.547, 0.155, 0.346], [0.721, 1.642, 0.279], [-1.768, 1.013, -0.159], [-2.736, -0.480, 0.206], [-1.954, -0.476, -1.194], [-0.673, -1.728, 0.798], [0.223, -0.888, -1.714], [2.469, -0.882, -0.061], [1.406, -1.719, 1.128], [1.141, 1.754, -0.662], [1.424, 2.068, 1.015], [-0.186, 2.139, 0.357]]
}

---

# 6
{
  "formula": "C4H8N2O",
  "method": "ωB97M-V/def2-TZVPD",
  "gap_ev": 8.403,
  "lumo_ev": -0.0121,
  "charge": 0,
  "e_tot_ha": -341.7509,
  "spin_multiplicity": 1,
  "smiles": "C=CN(C)O.C#N",
  "symbols": ["C", "C", "N", "C", "O", "H", "H", "H", "H", "H", "H", "H", "C", "N", "H"],
  "coordinates": [[1.729, -1.029, 0.143], [0.610, -0.547, 0.717], [-0.286, 0.437, 0.111], [-0.023, 0.803, -1.284], [-0.533, 1.627, 0.829], [1.916, -1.010, -0.918], [2.462, -1.558, 0.726], [0.564, -0.474, 1.798], [0.940, 1.313, -1.360], [-0.817, 1.476, -1.600], [-0.037, -0.101, -1.887], [-0.095, 1.787, 1.681], [-2.107, -0.760, 0.185], [-3.262, -0.743, 0.142], [-1.061, -1.221, 0.717]]
}